Entry 1:
A cluster of 6 separate species, C37H38ClF9N7OP2S in total, computed with ωB97M-V with the def2-TZVPD basis set.

The value obtained for the total energy is -117848.4857 eV. As for the HOMO-LUMO gap: 5.8 eV. For the LUMO energy, the calculation gives -4.8602 eV. For the highest occupied orbital energy, the calculation gives -10.62 eV. The charge is +1.

Last column: Löwdin charge in e.
Positions of all 96 atoms, in Å:
C 5.13773 -3.56136 -3.36376  -0.1326
C 6.13878 -2.56675 -4.00149  -0.3961
P 5.66588 -0.81414 -4.12182  1.0393
C 5.35942 -0.09480 -2.45436  -0.3900
C 5.42513 -1.09074 -1.28704  -0.1238
C 4.23384 -0.74013 -5.14671  -0.3327
C 3.78339 -1.84679 -5.89400  -0.0591
C 2.71480 -1.73515 -6.76195  -0.5049
S 2.18323 -3.15908 -7.67187  0.9434
N 2.11908 -0.51023 -6.89562  0.0219
C 0.96161 -0.24824 -7.81545  -0.4160
F 1.25206 -0.81162 -8.98510  0.1449
F 0.89744 1.05919 -7.98895  0.1740
C -0.47228 -0.76221 -7.32082  -0.3437
F -1.38382 0.12232 -7.75396  0.1768
F -0.72082 -1.94062 -7.89936  0.1514
C -0.72488 -0.92572 -5.78613  -0.3223
F -1.92402 -1.50963 -5.65607  0.1804
F 0.19462 -1.76758 -5.26285  0.1339
C -0.74144 0.41469 -4.96043  -0.5163
F -0.24791 1.41731 -5.68921  0.1499
F 0.04806 0.26402 -3.88608  0.1425
F -1.97557 0.71145 -4.58305  0.2135
N 2.54813 0.57425 -6.25383  0.1521
C 3.54823 0.49353 -5.42550  -0.4102
P 4.24018 2.08716 -4.71265  0.6092
O 3.93289 3.00232 -6.01089  -0.3386
Cl 2.64324 2.60501 -3.53804  0.3228
H 4.79856 -4.29896 -4.08942  0.0694
H 4.28253 -3.06961 -2.90191  0.0600
H 5.62791 -4.12320 -2.56779  0.0815
H 7.10090 -2.58208 -3.49141  0.0814
H 6.34031 -2.86175 -5.03466  0.0751
H 4.40028 0.42546 -2.43698  0.0365
H 6.13229 0.66395 -2.32445  0.0727
H 5.67733 -0.54473 -0.37896  0.0865
H 6.19037 -1.85266 -1.42873  0.0635
H 4.47628 -1.59484 -1.12738  0.0494
H 4.25131 -2.81367 -5.79369  0.0938
H 1.58812 -3.72071 -6.61325  -0.0785
H 3.31132 3.72251 -5.83942  0.0497
N 2.05446 -1.82459 0.28343  0.0556
C 1.51058 -1.22884 -0.77415  -0.1763
C 0.75414 -0.07202 -0.70759  -0.0748
C 0.53709 0.50351 0.53622  -0.0646
C 1.08746 -0.10870 1.64995  -0.0659
C 1.83772 -1.26501 1.47166  -0.1593
H 1.69384 -1.70832 -1.73366  0.0946
H 0.35249 0.36590 -1.60858  0.0762
H -0.04845 1.40851 0.63296  0.1102
H 0.94281 0.29550 2.64220  0.1082
H 2.28262 -1.77079 2.32097  0.1117
N -0.70481 4.86681 -4.27492  0.0608
C -0.18706 4.22256 -5.31783  -0.1928
C -0.52949 4.48460 -6.63533  -0.0722
C -1.46821 5.47379 -6.88529  -0.0708
C -2.01865 6.15207 -5.81038  -0.0636
C -1.60524 5.81351 -4.52964  -0.1462
H 0.54014 3.45699 -5.07035  0.0309
H -0.07315 3.92728 -7.44317  0.0976
H -1.76521 5.71105 -7.89841  0.1089
H -2.75459 6.93016 -5.95720  0.1052
H -2.01319 6.32545 -3.66571  0.1061
N -0.17889 -3.82789 3.94709  0.0561
C -0.68861 -3.89721 5.17512  -0.1467
C -1.73720 -3.10437 5.61732  -0.0734
C -2.28529 -2.18667 4.73712  -0.0909
C -1.76296 -2.09846 3.45591  -0.0776
C -0.71620 -2.94138 3.11323  -0.1735
H -0.23057 -4.62259 5.83783  0.1046
H -2.10691 -3.20056 6.62808  0.1003
H -3.10242 -1.54765 5.04720  0.1045
H -2.15569 -1.39304 2.73527  0.0979
H -0.28221 -2.90911 2.11974  0.0885
N -1.01058 -0.67305 8.04094  0.0542
C -1.52437 -0.75345 9.26696  -0.1515
C -2.57279 0.03645 9.71624  -0.0697
C -3.11433 0.96414 8.84234  -0.0803
C -2.58883 1.06445 7.56363  -0.0729
C -1.54163 0.22464 7.21490  -0.1767
H -1.07169 -1.49028 9.92144  0.1032
H -2.95891 -0.07447 10.71977  0.0945
H -3.93297 1.59838 9.15453  0.0866
H -2.98146 1.77599 6.84960  0.0991
H -1.10486 0.26679 6.22217  0.0967
N -5.88563 0.16802 10.87953  0.0571
C -5.94601 1.47632 11.11934  -0.1717
C -7.10411 2.22875 11.00368  -0.0701
C -8.26946 1.58834 10.61271  -0.0773
C -8.22390 0.22753 10.35810  -0.0706
C -7.01306 -0.43302 10.50763  -0.1487
H -5.01441 1.94444 11.42203  0.1028
H -7.09007 3.28894 11.21592  0.1024
H -9.19503 2.13961 10.51047  0.1063
H -9.10695 -0.31605 10.05203  0.1019
H -6.94187 -1.49908 10.32205  0.1044

***

Entry 2:
A cluster of 8 separate species, ClH14O11 in total, computed with ωB97M-V with the def2-TZVPD basis set.

The value obtained for the total energy is -35267.6751 eV. As for the HOMO-LUMO gap: 10.3 eV. For the LUMO energy, the calculation gives 3.0340 eV. As for the energy above the lowest of the compared OMol25 structures with the same formula, charge and spin: 9.8 kcal/mol. For the highest occupied orbital energy, the calculation gives -7.25 eV. The charge is -1.

Last column: Löwdin charge in e.
Positions of all 26 atoms, in Å:
Cl -0.08981 -0.71177 0.94300  0.8314
O 1.39419 -0.78377 0.84300  -0.3631
O -0.65481 -0.49877 -0.44000  -0.3465
O -0.61581 -1.94677 1.57700  -0.3384
O -0.50581 0.47823 1.77300  -0.3600
O -3.29481 -1.59277 0.47900  -0.0489
H -2.41181 -1.52477 0.84000  -0.0393
H -3.44681 -0.89977 -0.12600  0.0022
O 0.14219 -4.38577 -0.19400  -0.0608
H -0.72581 -4.43677 -0.58100  0.0210
H 0.19519 -3.49677 0.18900  -0.0012
O 2.89719 -1.18477 -1.22600  -0.0491
H 2.50119 -1.19877 -0.39400  -0.0732
H 2.23919 -0.70177 -1.71200  -0.0201
O 0.86919 0.51323 -2.42900  -0.0288
H 0.85119 1.43223 -2.70200  0.0493
H 0.27719 0.48723 -1.72500  -0.0534
O 2.25719 1.77223 0.67100  -0.0311
H 2.22119 2.38523 1.40800  0.0540
H 2.50419 0.94523 1.00700  -0.0103
O 0.18319 3.18323 -0.52500  -0.0568
H 0.53919 2.41423 -0.11100  -0.0382
H -0.72081 2.99223 -0.31900  -0.0279
O -2.26781 2.32623 0.56700  -0.0569
H -1.90081 1.50723 0.86800  -0.0239
H -2.43681 2.92623 1.31900  0.0698

***

Entry 3:
A cluster of 5 separate species, C23H47BrO6 in total, computed with ωB97M-V with the def2-TZVPD basis set.

The value obtained for the total energy is -106937.9462 eV. As for the HOMO-LUMO gap: 9.8 eV. For the LUMO energy, the calculation gives 0.6950 eV. For the highest occupied orbital energy, the calculation gives -9.06 eV. The charge is 0.

Last column: Löwdin charge in e.
Positions of all 77 atoms, in Å:
C -3.23336 -1.71894 -0.40351  -0.0754
O -1.98544 -1.04358 -0.23955  -0.1963
C -1.39523 -1.16402 1.03849  -0.2062
C 0.09071 -1.16034 0.85946  -0.2098
O 0.51865 0.14247 0.53551  -0.1461
C 1.94059 0.22004 0.46394  -0.2127
C 2.39308 1.55963 -0.05730  -0.1632
C 1.57141 2.07042 -1.24127  -0.2759
C 1.67381 3.59617 -1.32832  -0.6158
Br 1.93551 4.21331 -3.14387  0.6100
H -3.11306 -2.50328 -1.14020  0.0885
H -3.60107 -2.11141 0.53431  0.0739
H -3.95182 -1.01488 -0.80469  0.0733
H -1.68065 -0.31262 1.65469  0.1304
H -1.65343 -2.09946 1.52439  0.1210
H 0.60639 -1.53581 1.74446  0.1267
H 0.30084 -1.81716 0.01639  0.1336
H 2.29819 -0.58933 -0.16968  0.1207
H 2.31447 0.09285 1.47756  0.1131
H 2.32817 2.28065 0.74952  0.1062
H 3.41078 1.43617 -0.39951  0.1132
H 0.53269 1.79206 -1.13559  0.1014
H 1.94262 1.65618 -2.16567  0.0773
H 0.79430 4.04381 -0.89394  0.0601
H 2.51064 3.94274 -0.74801  0.0460
C 2.03687 1.50912 5.51155  -0.1694
C 3.46280 1.86827 5.91831  -0.1715
C 4.21199 1.69541 4.60543  -0.2051
O 3.28453 2.01126 3.56207  -0.1543
C 1.96294 2.09407 4.10940  -0.2044
H 1.27628 1.91325 6.17748  0.1117
H 1.91682 0.42388 5.47508  0.1135
H 3.50734 2.91019 6.24303  0.1136
H 3.86285 1.24582 6.71702  0.1111
H 4.54448 0.66010 4.47220  0.1165
H 5.07944 2.35061 4.52146  0.1158
H 1.66859 3.14883 4.13546  0.1190
H 1.27034 1.55927 3.45700  0.1108
C -7.81014 -1.99490 2.13108  -0.1719
C -8.54898 -1.48911 0.89586  -0.1712
C -7.45918 -1.55800 -0.16438  -0.2055
O -6.60675 -2.64696 0.20277  -0.1525
C -6.91334 -3.06999 1.53373  -0.2072
H -8.46671 -2.37900 2.91009  0.1107
H -7.20448 -1.19316 2.55975  0.1132
H -9.36523 -2.16921 0.64266  0.1137
H -8.96298 -0.48870 1.01009  0.1113
H -6.86272 -0.63919 -0.18155  0.1146
H -7.85076 -1.73418 -1.16630  0.1175
H -7.42973 -4.03444 1.48187  0.1168
H -5.98419 -3.20532 2.08917  0.1126
C -1.49491 -0.29223 -3.46208  -0.1650
C -1.26573 1.04104 -4.16802  -0.1706
C -2.11687 0.87715 -5.42078  -0.2059
O -3.21214 0.03156 -5.05669  -0.1407
C -2.95592 -0.55860 -3.77875  -0.2113
H -1.29524 -0.26581 -2.39309  0.0921
H -0.86299 -1.06402 -3.90981  0.1188
H -1.65123 1.85963 -3.55540  0.1151
H -0.21973 1.24746 -4.39055  0.1057
H -1.55273 0.39012 -6.22372  0.1156
H -2.50714 1.82319 -5.79782  0.1146
H -3.61208 -0.08410 -3.04041  0.1103
H -3.19330 -1.62284 -3.82136  0.1158
C 6.71753 0.04009 -2.05155  -0.1697
C 7.11392 -1.06357 -1.07500  -0.1703
C 5.75661 -1.51249 -0.55094  -0.2083
O 4.82563 -1.30920 -1.61634  -0.1532
C 5.43324 -0.52155 -2.64483  -0.2034
H 7.47257 0.25240 -2.80657  0.1112
H 6.50983 0.96437 -1.50744  0.1121
H 7.60096 -1.88117 -1.61104  0.1134
H 7.78232 -0.73046 -0.28261  0.1110
H 5.44253 -0.90735 0.30721  0.1131
H 5.73977 -2.56262 -0.25755  0.1160
H 5.64139 -1.16925 -3.50309  0.1174
H 4.73483 0.25463 -2.95968  0.1128

***

Entry 4:
A structure of composition C16H40O6Zr, computed with ωB97M-V with the def2-TZVPD basis set.

The value obtained for the total energy is -30800.6229 eV. As for the HOMO-LUMO gap (spin up / spin down): 8.9 / 4.7 eV. For the LUMO energy (spin up / spin down), the calculation gives -2.7715 / -6.9328 eV. As for the energy above the lowest of the compared OMol25 structures with the same formula, charge and spin: 0.0 kcal/mol. The spin multiplicity is 2. For the highest occupied orbital energy (spin up / spin down), the calculation gives -11.72 / -11.62 eV. The charge is +1.

Last column: Löwdin charge in e.
Positions of all 63 atoms, in Å:
Zr -0.26920 -0.13424 0.30984  1.9917
C -2.54483 2.56374 2.51046  0.0134
C -3.13801 1.16395 2.04455  -0.4017
C -4.49233 1.29205 1.28659  -0.0370
O -2.15333 0.51583 1.27477  -0.1428
H -3.35164 3.13432 2.97045  0.0922
H -2.24337 3.16008 1.64929  0.0714
H -1.72144 2.42209 3.21051  0.0868
H -3.30771 0.47083 2.86849  0.1564
H -4.88814 0.36079 0.88138  0.0841
H -4.47592 2.04954 0.50298  0.0761
H -5.30536 1.66892 1.90711  0.0858
C 3.68591 -2.06609 -1.19176  -0.0482
C 2.76315 -0.90666 -1.54633  -0.5119
C 2.15243 -1.10329 -2.92119  -0.0585
O 1.67909 -0.63996 -0.62298  -0.3859
H 4.39396 -2.13290 -2.01778  0.0863
H 3.17006 -3.00932 -1.01201  0.0713
H 4.24136 -1.79329 -0.29445  0.0727
H 3.39860 -0.02121 -1.56352  0.1149
H 1.44613 -0.32877 -3.22013  0.0600
H 1.66049 -2.07413 -2.98101  0.0834
H 2.93973 -1.14396 -3.67392  0.0828
C -1.90155 -4.49167 -0.04409  -0.0554
C -0.80658 -3.65751 0.64114  -0.5290
C 0.63169 -4.24318 0.52793  -0.0409
O -0.86917 -2.27210 0.36498  -0.3637
H -1.78988 -4.57553 -1.12511  0.0765
H -2.87704 -4.06868 0.19590  0.0726
H -1.88443 -5.51537 0.32986  0.0800
H -0.99445 -3.81201 1.70366  0.1179
H 1.31965 -3.72017 1.19221  0.0585
H 0.97632 -4.05729 -0.48931  0.0657
H 0.71227 -5.32523 0.63173  0.0834
C 2.18381 2.92884 -0.95486  -0.0484
C 1.07269 3.17773 0.07770  -0.5117
C 0.12523 4.25653 -0.44379  -0.0476
O 0.37574 1.97556 0.41995  -0.3636
H 2.83597 2.07214 -0.78501  0.0613
H 2.80846 3.79075 -1.18944  0.0870
H 1.68586 2.67990 -1.89198  0.0696
H 1.57920 3.57494 0.95734  0.1293
H -0.46918 3.86047 -1.26715  0.0646
H 0.65557 5.14390 -0.78934  0.0900
H -0.52306 4.50955 0.39514  0.0693
C 2.77552 -1.20881 2.70026  -0.0565
C 1.93834 0.04062 2.61805  -0.2652
O 0.59534 -0.36836 2.37729  -0.2026
H 2.66635 -1.86184 1.83439  0.0613
H 2.42849 -1.87316 3.49166  0.0831
H 3.80496 -0.93088 2.92632  0.0958
H 2.30982 0.67746 1.81522  0.1095
H 1.90970 0.65602 3.51725  0.1318
H 0.35184 -0.90995 3.13161  0.1298
C -2.57890 1.61677 -2.73080  -0.0681
C -1.20766 1.06331 -2.60384  -0.2706
O -1.26213 0.00795 -1.65049  -0.1902
H -2.60940 2.45295 -3.42935  0.0977
H -2.96856 2.00805 -1.79103  0.0802
H -3.25789 0.88893 -3.17500  0.0915
H -0.59352 1.88795 -2.24203  0.0972
H -0.87829 0.76990 -3.60060  0.1346
H -1.91099 -0.59671 -2.01786  0.1318